No. 1
Molecular formula: C14H28Cl14
Method: DFT, ωB97M-V/def2-TZVPD

Its molar mass is 692.7 g/mol. Its LUMO energy (spin up / spin down) is -2.458 / -10.423 eV. As for the energy relative to the best compared isomer or geometry (same formula, charge and spin): 28.9 kcal/mol. The HOMO-LUMO gap (spin up / spin down) is 0.34648 / 0.05374 Ha.

```
! wB97M-V def2-TZVPD RIJCOSX def2/J DEFGRID3
* xyz 1 2
Cl 3.439 -2.815 0.575
C 4.695 -2.871 -0.746
C 4.610 -1.579 -1.511
Cl 3.003 -1.226 -2.316
H 4.600 -3.738 -1.400
H 5.654 -2.997 -0.243
H 5.366 -1.452 -2.287
H 4.976 -0.844 -0.794
Cl -0.776 -0.565 1.434
C -0.553 0.833 0.290
C -0.213 0.306 -1.083
Cl -1.550 -0.582 -1.937
H 0.361 1.353 0.578
H -1.410 1.500 0.202
H 0.603 -0.415 -1.138
H 0.069 1.115 -1.757
Cl -6.637 1.427 3.332
C -4.827 1.419 3.654
C -4.307 0.181 2.900
Cl -5.071 -1.193 3.773
H -4.670 1.394 4.732
H -4.361 2.300 3.213
H -3.222 0.123 2.990
H -4.547 0.126 1.838
Cl 0.204 2.610 -4.132
C 0.039 2.908 -5.933
C 1.431 3.448 -6.499
Cl 1.925 4.960 -5.647
H -0.698 3.697 -6.086
H -0.204 1.952 -6.397
H 1.562 3.589 -7.572
H 2.199 2.679 -6.422
Cl -1.112 -3.567 5.338
C -1.026 -1.932 4.590
C -1.441 -0.812 5.507
Cl -0.080 -0.497 6.547
H -1.671 -2.000 3.714
H -0.026 -1.856 4.165
H -2.236 -1.182 6.155
H -1.730 0.113 5.009
Cl -1.295 -4.231 -5.127
C -1.277 -2.650 -4.489
C -1.544 -1.495 -5.416
Cl -0.613 -1.619 -6.875
H -0.292 -2.457 -4.065
H -1.967 -2.644 -3.645
H -1.457 -0.485 -5.016
H -2.566 -1.719 -5.723
Cl 0.374 2.010 4.089
C 1.936 1.372 3.576
C 2.813 1.160 4.768
Cl 3.339 2.780 5.294
H 2.439 2.160 3.016
H 1.705 0.547 2.902
H 3.718 0.644 4.448
H 2.319 0.718 5.633
*
```

Listed below, in e, are the Mulliken charges computed for each atom: -0.17, -0.44, -0.60, -0.11, 0.32, 0.31, 0.37, 0.32, -0.19, -0.22, -0.08, -0.22, 0.20, 0.37, 0.04, 0.08, -0.16, -0.45, 0.01, -0.13, 0.30, 0.35, -0.24, 0.41, -0.20, -0.34, -0.52, -0.17, 0.33, 0.22, 0.36, 0.31, -0.04, -0.30, -0.06, 0.10, 0.20, 0.35, 0.45, -0.03, -0.18, -0.26, -0.16, -0.20, 0.18, 0.16, 0.21, 0.29, -0.04, -0.43, -0.12, -0.15, 0.41, 0.14, 0.34, 0.07

No. 2
Molecular formula: C2H3ClN4
Method: DFT, ωB97M-V/def2-TZVPD

As for the structure (SMILES): N=C=NCl.N=C=N. Its molar mass is 118.5 g/mol. Its LUMO energy is 0.006 eV. As for the energy relative to the best compared isomer or geometry (same formula, charge and spin): 56.4 kcal/mol. The HOMO-LUMO gap is 0.35297 Ha.

```
! wB97M-V def2-TZVPD RIJCOSX def2/J DEFGRID3
* xyz 0 1
N -0.462 -1.701 -0.907
C -1.309 -1.029 -0.358
N -1.791 -0.040 0.122
Cl -3.158 0.862 0.536
H -0.145 -2.529 -0.400
N 1.308 0.705 -0.735
C 0.502 1.410 -0.144
N -0.007 2.458 0.148
H 1.221 -0.278 -0.885
H -0.157 2.509 1.138
*
```

Listed below, in e, are the Mulliken charges computed for each atom: -0.59, 0.55, -0.27, 0.03, 0.27, -0.54, 0.47, -0.51, 0.34, 0.25

No. 3
Molecular formula: C17H51N17O34
Method: DFT, ωB97M-V/def2-TZVPD

Its molar mass is 1037.7 g/mol. Its LUMO energy is -0.641 eV. As for the energy relative to the best compared isomer or geometry (same formula, charge and spin): 9.9 kcal/mol. The HOMO-LUMO gap is 0.36987 Ha.

```
! wB97M-V def2-TZVPD RIJCOSX def2/J DEFGRID3
* xyz 0 1
C -2.124 -4.374 -0.063
N -1.262 -5.546 0.317
O -0.168 -5.588 -0.291
O -1.649 -6.395 1.104
H -2.271 -4.520 -1.133
H -1.668 -3.399 0.107
H -3.080 -4.516 0.440
C -3.099 -1.810 -2.536
N -2.960 -1.504 -3.986
O -1.853 -1.296 -4.430
O -3.988 -1.402 -4.640
H -2.120 -2.021 -2.108
H -3.865 -2.573 -2.395
H -3.454 -0.858 -2.142
C 1.284 -1.426 -4.116
N 1.668 -2.811 -3.753
O 0.658 -3.500 -3.507
O 2.859 -3.152 -3.809
H 2.132 -0.759 -4.270
H 0.691 -0.959 -3.330
H 0.682 -1.454 -5.025
C 2.709 -4.268 -0.471
N 2.500 -3.004 0.183
O 3.032 -2.836 1.236
O 1.995 -2.067 -0.466
H 1.838 -4.463 -1.096
H 2.663 -4.996 0.339
H 3.655 -4.111 -0.989
C 5.677 -1.537 3.524
N 5.877 -0.373 4.439
O 5.107 -0.297 5.400
O 6.679 0.469 4.175
H 6.645 -1.825 3.115
H 4.872 -1.236 2.853
H 5.360 -2.313 4.220
C -1.069 -1.729 2.821
N -1.696 -0.408 2.918
O -0.991 0.481 2.546
O -2.852 -0.452 3.480
H -0.261 -1.674 2.092
H -1.833 -2.478 2.616
H -0.646 -1.828 3.820
C 1.998 1.809 4.323
N 2.411 0.508 3.738
O 2.865 0.581 2.589
O 2.160 -0.481 4.366
H 2.737 1.933 5.115
H 0.972 1.595 4.621
H 2.049 2.593 3.568
C -3.681 2.567 -0.650
N -2.703 3.180 -1.493
O -1.556 3.060 -1.103
O -3.051 3.664 -2.609
H -3.315 2.281 0.336
H -4.240 1.867 -1.270
H -4.379 3.396 -0.530
C -6.120 -1.147 2.202
N -4.866 -1.181 1.366
O -4.131 -2.061 1.505
O -4.782 -0.267 0.496
H -6.578 -0.158 2.194
H -5.873 -1.291 3.254
H -6.817 -1.890 1.816
C 0.507 1.265 -0.297
N -0.357 0.224 -0.959
O -1.000 0.484 -1.982
O -0.523 -0.845 -0.371
H 1.531 0.930 -0.134
H -0.031 1.495 0.623
H 0.525 2.148 -0.936
C 1.666 -4.774 4.138
N 1.376 -5.271 2.767
O 1.908 -6.289 2.389
O 0.529 -4.649 2.135
H 2.662 -4.331 4.168
H 1.630 -5.631 4.810
H 0.928 -4.006 4.371
C -6.350 -0.946 -2.427
N -7.566 -0.620 -1.753
O -7.491 -0.095 -0.659
O -8.626 -0.803 -2.399
H -6.068 -0.009 -2.907
H -6.475 -1.693 -3.212
H -5.564 -1.111 -1.691
C 4.074 4.720 0.770
N 2.756 4.206 1.282
O 2.050 4.974 1.948
O 2.409 3.125 0.914
H 4.251 5.730 1.140
H 4.045 4.706 -0.320
H 4.844 4.017 1.089
C 4.774 0.316 -0.836
N 4.196 1.414 -1.650
O 4.697 2.496 -1.536
O 3.250 1.120 -2.304
H 4.078 -0.523 -0.827
H 4.877 0.786 0.142
H 5.744 0.074 -1.271
C 2.229 4.482 -2.760
N 1.363 5.385 -3.551
O 0.280 5.790 -3.042
O 1.785 5.612 -4.699
H 1.998 3.473 -3.104
H 1.857 4.565 -1.739
H 3.284 4.721 -2.893
C -0.659 2.386 -5.180
N 0.484 2.747 -6.047
O 1.592 2.357 -5.756
O 0.291 3.509 -6.984
H -0.866 3.252 -4.551
H -0.464 1.433 -4.689
H -1.538 2.270 -5.815
C -1.061 3.844 3.115
N -1.824 3.410 4.306
O -3.054 3.241 4.266
O -1.172 3.303 5.285
H -1.792 4.001 2.322
H -0.288 3.098 2.931
H -0.480 4.738 3.342
*
```

Atomic partial charges in e from the Mulliken method, atoms 1 to 99: -0.44, 0.84, -0.49, -0.57, 0.37, -0.02, 0.33, 0.19, 1.01, -0.51, -0.60, -0.28, 0.52, -0.32, -0.54, 0.97, -0.53, -0.57, 0.35, -0.06, 0.36, -0.71, 0.85, -0.48, -0.24, 0.20, 0.17, 0.29, -0.54, 0.94, -0.55, -0.57, 0.30, 0.15, 0.24, -0.77, 0.81, -0.32, -0.59, 0.11, 0.30, 0.36, -0.60, 0.81, -0.23, -0.52, 0.36, 0.34, -0.10, -0.89, 0.75, -0.28, -0.56, 0.20, 0.20, 0.50, -0.88, 0.80, -0.42, -0.42, 0.30, 0.34, 0.31, -0.44, 1.08, -0.33, -0.49, -0.06, 0.28, 0.05, -0.66, 0.81, -0.55, -0.30, 0.24, 0.31, 0.18, -0.16, 0.87, -0.50, -0.56, 0.28, 0.36, -0.31, -0.68, 0.86, -0.54, -0.40, 0.32, 0.12, 0.27, -0.66, 0.98, -0.60, -0.43, 0.05, 0.29, 0.38, -0.36

No. 4
Molecular formula: C4H6BrF
Method: DFT, ωB97M-V/def2-TZVPD

Its molar mass is 153.0 g/mol. Its LUMO energy (spin up / spin down) is 0.343 / -1.528 eV. As for the energy relative to the best compared isomer or geometry (same formula, charge and spin): 103.9 kcal/mol. The HOMO-LUMO gap (spin up / spin down) is 0.39372 / 0.23040 Ha.

```
! wB97M-V def2-TZVPD RIJCOSX def2/J DEFGRID3
* xyz 0 1
C -3.560 1.441 -0.509
C -2.621 0.481 -0.606
C 0.764 -0.785 -1.284
C 0.876 0.734 -1.415
F -2.956 -0.757 -0.125
Br 2.415 1.668 -0.993
H -4.437 1.000 -0.116
H -3.711 2.496 -0.777
H 1.298 -1.081 -0.423
H 1.202 -1.204 -2.229
H -0.317 -0.950 -1.280
H 0.216 1.356 -1.954
*
```

Listed below, in e, are the Mulliken charges computed for each atom: -0.49, 0.14, -0.60, -0.40, -0.21, -0.13, 0.26, 0.27, 0.33, 0.25, 0.14, 0.44